Record 1
Below is a cluster of 9 separate species, C38H94ClN6O14 in total at a distorted geometry, with properties calculated with wB97M-V/def2-TZVPD.

Output
- Gap between HOMO and LUMO: 0.302 hartree
- E_LUMO: 2.264 eV

```
! RIJCOSX wB97M-V def2-TZVPD def2/J DEFGRID3
* xyz -1 1
Cl 13.20 15.19 12.47
O 13.83 14.35 11.49
O 13.65 16.52 12.35
O 11.74 15.19 12.21
O 13.51 14.66 13.80
C 14.33 10.80 11.61
C 13.83 11.10 10.18
O 14.94 11.71 9.54
O 15.64 10.26 11.60
H 13.62 10.09 12.02
H 14.40 11.71 12.21
H 12.98 11.76 10.32
H 13.39 10.24 9.67
H 14.56 12.24 8.83
H 15.63 9.49 12.17
C 17.11 14.02 8.00
C 16.54 14.57 9.38
O 16.65 13.52 10.28
O 16.96 12.59 7.87
H 18.14 14.33 7.84
H 16.49 14.45 7.21
H 15.49 14.85 9.29
H 17.06 15.45 9.76
H 16.38 13.93 11.10
H 17.13 12.43 6.94
C 16.96 16.28 14.22
C 17.23 15.67 12.96
C 18.74 15.64 12.58
O 19.21 16.98 12.38
C 20.46 17.07 11.84
N 16.71 14.35 12.93
H 15.91 16.42 14.45
H 17.41 17.27 14.31
H 17.44 15.63 14.96
H 16.73 16.22 12.16
H 18.76 15.10 11.63
H 19.29 15.03 13.30
H 21.27 16.91 12.55
H 20.65 18.09 11.51
H 20.60 16.28 11.10
H 15.70 14.32 12.90
H 17.01 14.00 13.83
C 9.78 12.48 14.08
C 11.02 11.53 13.98
C 10.76 10.08 13.88
O 10.36 9.66 15.17
C 10.00 8.28 15.20
N 11.81 11.88 12.85
H 10.02 13.54 14.22
H 9.21 12.12 14.93
H 9.05 12.35 13.28
H 11.68 11.68 14.83
H 11.66 9.58 13.54
H 9.94 9.95 13.16
H 8.99 8.11 14.82
H 9.92 7.95 16.23
H 10.66 7.58 14.69
H 11.23 11.91 12.03
H 12.24 12.79 12.91
C 9.00 14.88 8.33
C 9.93 14.13 9.30
C 9.76 12.58 9.17
O 10.57 11.87 10.07
C 10.21 10.50 10.09
N 11.33 14.51 9.04
H 8.98 15.94 8.58
H 8.00 14.45 8.28
H 9.31 14.75 7.30
H 9.64 14.43 10.30
H 10.02 12.35 8.14
H 8.70 12.42 9.35
H 11.08 9.90 10.35
H 10.00 10.19 9.07
H 9.47 10.15 10.82
H 11.91 14.02 9.70
H 11.37 15.48 9.34
C 13.65 19.26 14.37
C 14.02 19.00 15.81
C 13.17 19.74 16.91
O 13.11 21.21 16.95
C 12.04 21.68 17.77
N 13.91 17.55 15.96
H 12.60 19.11 14.13
H 14.31 18.67 13.73
H 13.71 20.31 14.08
H 15.07 19.30 15.87
H 13.27 19.42 17.94
H 12.16 19.38 16.70
H 12.17 21.65 18.85
H 11.14 21.09 17.57
H 11.91 22.75 17.59
H 12.90 17.49 15.94
H 14.08 17.21 15.02
C 11.29 16.57 18.30
C 10.75 15.64 17.24
C 9.54 14.88 17.82
C 8.35 15.67 18.00
C 7.89 16.22 16.59
C 8.99 17.00 15.84
N 10.31 16.32 15.98
O 11.30 16.92 15.18
C 8.54 16.86 14.33
C 9.10 18.44 16.38
C 11.81 14.48 16.90
H 11.95 17.27 17.78
H 11.92 16.18 19.09
H 10.51 17.22 18.71
H 9.18 14.12 17.13
H 9.74 14.29 18.71
H 8.52 16.51 18.68
H 7.59 15.04 18.44
H 7.09 16.93 16.82
H 7.35 15.38 16.15
H 8.13 15.88 14.07
H 7.69 17.53 14.26
H 9.25 17.24 13.60
H 9.20 18.34 17.46
H 10.05 18.92 16.12
H 8.29 19.03 15.93
H 11.82 13.65 17.61
H 12.83 14.84 16.76
H 11.52 14.07 15.93
H 11.08 16.54 14.32
C 9.79 18.20 10.79
C 9.79 19.67 10.72
C 11.20 20.20 10.51
C 11.73 20.06 9.04
C 10.83 20.68 8.01
C 9.34 20.35 8.17
N 8.95 20.30 9.62
O 7.59 20.26 9.76
C 8.60 21.51 7.43
C 9.06 18.99 7.46
C 9.38 20.18 12.12
H 8.81 17.72 10.86
H 10.49 17.79 11.51
H 10.32 17.80 9.92
H 11.31 21.22 10.87
H 11.92 19.64 11.10
H 11.92 19.04 8.68
H 12.71 20.54 8.98
H 11.23 20.32 7.06
H 10.94 21.76 7.96
H 8.82 21.54 6.36
H 7.53 21.35 7.54
H 8.83 22.49 7.86
H 9.13 18.88 6.37
H 9.62 18.23 7.99
H 8.05 18.65 7.68
H 8.37 19.88 12.43
H 9.26 21.27 12.11
H 10.08 19.93 12.92
H 7.42 21.12 10.15
*
```

=====

Record 2
Below is a structure of composition C43H39N7O3RuS2 at a distorted geometry, with properties calculated with wB97M-V/def2-TZVPD.

Output
- Gap between HOMO and LUMO (alpha / beta): 0.238 / 0.145 hartree
- Energy above the lowest of the compared OMol25 structures with the same formula, charge and spin: 12.0 kcal per mole
- E_LUMO (alpha / beta): -10.995 / -13.497 eV

```
! RIJCOSX wB97M-V def2-TZVPD def2/J DEFGRID3
* xyz 4 5
Ru -1.35 -1.49 1.52
C 2.21 -2.06 4.00
C 0.78 -1.71 3.78
O 0.40 -1.44 2.59
N -0.03 -1.68 4.81
C -1.45 -1.33 4.72
C -2.25 -2.51 4.24
C -2.95 -3.31 5.11
C -3.62 -4.44 4.63
C -3.55 -4.74 3.28
C -2.86 -3.89 2.45
N -2.23 -2.79 2.91
H 2.84 -1.43 3.36
H 2.37 -3.10 3.71
H 2.51 -1.94 5.04
H 0.34 -1.95 5.71
H -1.57 -0.47 4.07
H -1.78 -1.03 5.71
H -2.97 -3.06 6.16
H -4.17 -5.07 5.32
H -4.03 -5.62 2.88
H -2.78 -4.11 1.39
C -0.70 7.42 1.81
C -0.62 5.92 1.73
C 0.61 5.27 1.66
C 0.68 3.89 1.60
C -0.51 3.16 1.58
C -1.75 3.78 1.68
C -1.79 5.15 1.75
S -0.30 1.43 1.48
O -1.47 0.68 2.19
C -0.79 1.27 -0.27
C -2.13 1.40 -0.59
C -2.52 1.37 -1.93
C -1.58 1.19 -2.95
C -1.96 1.23 -4.32
C -1.00 1.06 -5.33
C 0.32 0.85 -5.00
C 0.72 0.83 -3.65
C -0.22 1.00 -2.61
C 0.19 1.05 -1.26
C 1.64 0.98 -0.92
C 2.40 2.18 -1.12
C 1.83 3.39 -1.59
C 2.60 4.51 -1.76
C 3.98 4.48 -1.46
C 4.56 3.34 -1.00
C 3.79 2.16 -0.82
C 4.39 0.97 -0.35
C 3.65 -0.16 -0.17
C 2.27 -0.15 -0.46
S 1.52 -1.73 -0.06
O -0.04 -1.58 -0.17
C 1.98 -2.71 -1.43
C 1.46 -2.53 -2.70
C 1.92 -3.33 -3.72
C 2.90 -4.30 -3.50
C 3.41 -5.17 -4.62
C 3.40 -4.46 -2.21
C 2.94 -3.68 -1.16
H 0.28 7.88 1.90
H -1.31 7.74 2.65
H -1.18 7.82 0.91
H 1.52 5.85 1.68
H 1.64 3.39 1.57
H -2.67 3.20 1.75
H -2.75 5.65 1.84
H -2.86 1.54 0.19
H -3.57 1.52 -2.20
H -3.00 1.40 -4.57
H -1.30 1.11 -6.37
H 1.06 0.73 -5.79
H 1.77 0.69 -3.40
H 0.77 3.45 -1.82
H 2.15 5.42 -2.13
H 4.58 5.37 -1.61
H 5.62 3.32 -0.78
H 5.45 0.96 -0.13
H 4.13 -1.07 0.18
H 0.68 -1.79 -2.88
H 1.52 -3.21 -4.72
H 3.01 -4.87 -5.59
H 3.13 -6.21 -4.44
H 4.49 -5.15 -4.66
H 4.16 -5.22 -2.02
H 3.32 -3.83 -0.16
N -6.17 -1.65 -0.51
N -4.84 -1.78 -0.43
N -4.11 -2.07 -1.50
C -2.89 -2.01 -1.03
N -2.91 -1.70 0.29
N -4.19 -1.55 0.66
H -6.57 -2.08 -1.33
H -6.66 -1.69 0.37
H -1.99 -2.20 -1.60
*
```

=====

Record 3
Below is a structure of composition FKLi at a distorted geometry, with properties calculated with wB97M-V/def2-TZVPD.

Output
- Gap between HOMO and LUMO: 0.353 hartree
- Energy above the lowest of the compared OMol25 structures with the same formula, charge and spin: 17.0 kcal per mole
- E_LUMO: -4.578 eV

```
! RIJCOSX wB97M-V def2-TZVPD def2/J DEFGRID3
* xyz 1 1
Li -29.38 32.49 5.17
K -30.97 32.40 8.73
F -28.66 32.08 7.19
*
```

=====

Record 4
Below is the molecule C23H21ClFN3O5S2 at a distorted geometry, with properties calculated with wB97M-V/def2-TZVPD.

Output
- Gap between HOMO and LUMO: 0.317 hartree
- Energy above the lowest of the compared OMol25 structures with the same formula, charge and spin: 6.4 kcal per mole
- SMILES: O=S(=O)(/N=C(\Nc1ccc(Cl)c(S(=O)(=O)N2CCOCC2)c1)c1ccc(F)cc1)c1ccccc1
- E_LUMO: -0.166 eV

```
! RIJCOSX wB97M-V def2-TZVPD def2/J DEFGRID3
* xyz 0 1
O 1.49 0.51 -2.35
S 0.91 1.35 -1.33
O -0.52 1.35 -1.17
N 1.72 1.11 0.10
C 2.28 0.03 0.48
N 2.01 -1.23 0.03
C 0.87 -1.59 -0.70
C 0.95 -2.41 -1.82
C -0.19 -2.73 -2.53
C -1.42 -2.23 -2.12
Cl -2.84 -2.58 -3.01
C -1.51 -1.45 -0.98
S -3.08 -0.79 -0.43
O -2.87 -0.14 0.83
O -3.74 -0.08 -1.48
N -3.90 -2.25 -0.21
C -3.65 -2.89 1.06
C -4.57 -2.34 2.15
O -5.92 -2.43 1.77
C -6.16 -1.72 0.57
C -5.31 -2.26 -0.57
C -0.38 -1.14 -0.26
C 3.32 0.12 1.52
C 3.60 -0.93 2.39
C 4.58 -0.81 3.35
C 5.29 0.37 3.44
F 6.25 0.49 4.37
C 5.03 1.44 2.60
C 4.04 1.31 1.64
C 1.47 3.03 -1.57
C 0.67 4.07 -1.13
C 1.12 5.37 -1.27
C 2.36 5.62 -1.84
C 3.16 4.57 -2.27
C 2.71 3.27 -2.13
H 2.76 -1.90 0.06
H 1.91 -2.77 -2.15
H -0.13 -3.35 -3.41
H -2.60 -2.71 1.32
H -3.81 -3.97 0.93
H -4.48 -2.92 3.07
H -4.30 -1.29 2.34
H -7.23 -1.83 0.36
H -5.92 -0.65 0.72
H -5.42 -1.65 -1.46
H -5.59 -3.30 -0.79
H -0.49 -0.53 0.62
H 3.02 -1.84 2.33
H 4.80 -1.62 4.03
H 5.60 2.36 2.70
H 3.80 2.12 0.97
H -0.29 3.84 -0.71
H 0.50 6.20 -0.94
H 2.71 6.64 -1.94
H 4.12 4.77 -2.71
H 3.29 2.42 -2.47
*
```